1.
Formula: CH3NP2
Source: the Open Molecules 2025 dataset
Level of theory: ωB97M-V with the def2-TZVPD basis set

The energy above the lowest of the compared OMol25 structures with the same formula, charge and spin is 1.254 eV. The calculation puts the LUMO energy at -0.8 eV. As for the molecular weight: 90.99 g mol⁻¹.

Last columns: bonded neighbours and bond lengths (Å).
Element x y z (Å)
1 N 1.873 3.173 -0.275  C2 1.142
2 C 1.394 2.157 -0.068  N1 1.142, P3 1.925
3 P 0.621 0.409 0.156  C2 1.925, P4 2.138, H5 1.395, H6 1.384
4 P 0.827 -1.693 -0.179  P3 2.138, H7 1.399
5 H -0.627 0.941 -0.165  P3 1.395
6 H 0.550 0.572 1.529  P3 1.384
7 H 0.452 -1.517 -1.516  P4 1.399


2.
Formula: CH3NS2
Source: the Open Molecules 2025 dataset
Level of theory: ωB97M-V with the def2-TZVPD basis set

The energy above the lowest of the compared OMol25 structures with the same formula, charge and spin is 0.902 eV. The calculation puts the LUMO energy at 0.3 eV. As for the molecular weight: 93.18 g mol⁻¹.

Last columns: bonded neighbours and bond lengths (Å).
Element x y z (Å)
1 S 1.695 1.316 1.011  C2 1.618
2 C 0.856 0.100 0.353  S1 1.618, N3 1.354, H5 1.104
3 N -0.121 0.240 -0.574  C2 1.354, S4 1.742, H6 1.022
4 S -1.506 -0.780 -0.848  N3 1.742, H7 1.319
5 H 0.928 -0.956 0.665  C2 1.104
6 H -0.132 1.155 -1.028  N3 1.022
7 H -1.720 -1.075 0.420  S4 1.319


3.
Formula: CH3NSi
Source: the Open Molecules 2025 dataset
Level of theory: ωB97M-V with the def2-TZVPD basis set

The energy above the lowest of the compared OMol25 structures with the same formula, charge and spin is 0.133 eV. The calculation puts the LUMO energy at 0.7 eV. As for the molecular weight: 57.13 g mol⁻¹.

Last columns: bonded neighbours and bond lengths (Å).
Element x y z (Å)
1 N -2.413 -0.015 -0.006  C2 1.172
2 C -1.242 0.035 -0.006  N1 1.172, Si3 1.929
3 Si 0.685 0.086 0.057  C2 1.929, H4 1.417, H5 1.435, H6 1.563
4 H 1.125 1.314 -0.497  Si3 1.417
5 H 0.855 -0.356 1.412  Si3 1.435
6 H 0.989 -1.063 -0.958  Si3 1.563


4.
Formula: CH3NSi
Source: the Open Molecules 2025 dataset
Level of theory: ωB97M-V with the def2-TZVPD basis set

The expectation value of S² is 2.009. Its multiplicity is 3. The energy above the lowest of the compared OMol25 structures with the same formula, charge and spin is 0.295 eV. The calculation puts the LUMO energy (spin up / spin down) at 0.6 / -5.1 eV. As for the molecular weight: 57.13 g mol⁻¹.

Last columns: bonded neighbours and bond lengths (Å).
Element x y z (Å)
1 C 1.370 0.144 0.097  N2 1.149, Si3 1.884
2 N 2.518 0.181 0.121  C1 1.149
3 Si -0.513 0.105 0.040  C1 1.884, H4 1.445, H5 1.699, H6 1.425
4 H -1.270 1.147 0.695  Si3 1.445
5 H -1.030 -0.464 -1.474  Si3 1.699
6 H -1.075 -1.113 0.521  Si3 1.425


5.
Formula: CH3O2
Source: the Open Molecules 2025 dataset
Level of theory: ωB97M-V with the def2-TZVPD basis set

The energy above the lowest of the compared OMol25 structures with the same formula, charge and spin is 8.290 eV. As for the total charge: +1. The calculation puts the LUMO energy (spin up / spin down) at -8.7 / -7.5 eV. As for the molecular weight: 47.03 g mol⁻¹.

Last columns: bonded neighbours and bond lengths (Å).
Element x y z (Å)
1 C 1.194 0.014 0.088  H4 1.013, H5 1.036
2 O -1.966 0.129 0.328  O3 1.285, H6 0.993
3 O -1.009 -0.689 0.073  O2 1.285
4 H 1.437 -0.933 -0.181  C1 1.013
5 H 1.073 1.015 -0.150  C1 1.036
6 H -2.799 -0.396 0.458  O2 0.993


6.
Formula: CH3O2S2
Source: the Open Molecules 2025 dataset
Level of theory: ωB97M-V with the def2-TZVPD basis set

The energy above the lowest of the compared OMol25 structures with the same formula, charge and spin is 2.171 eV. As for the total charge: -1. The calculation puts the LUMO energy at 1.4 eV. As for the molecular weight: 111.17 g mol⁻¹.

Last columns: bonded neighbours and bond lengths (Å).
Element x y z (Å)
1 C 0.842 -0.291 1.122  S4 1.831, H6 1.031, H7 1.198, H8 1.128
2 O -1.718 1.695 -1.634  S5 1.428
3 O -0.987 -0.069 -3.096  S5 1.492
4 S 0.612 -1.287 2.641  C1 1.831
5 S -1.540 0.282 -1.756  O2 1.428, O3 1.492
6 H 0.011 -0.365 0.516  C1 1.031
7 H 1.867 -0.724 0.679  C1 1.198
8 H 0.913 0.759 1.527  C1 1.128


7.
Formula: CH3O2S2
Source: the Open Molecules 2025 dataset
Level of theory: ωB97M-V with the def2-TZVPD basis set

The expectation value of S² is 2.009. Its multiplicity is 3. The energy above the lowest of the compared OMol25 structures with the same formula, charge and spin is 0.808 eV. As for the total charge: -1. The calculation puts the LUMO energy (spin up / spin down) at 3.7 / 2.3 eV. As for the molecular weight: 111.17 g mol⁻¹.

Last columns: bonded neighbours and bond lengths (Å).
Element x y z (Å)
1 C -0.017 0.060 -0.033  S5 2.053, H6 1.091, H7 1.064, H8 1.126
2 O 1.767 1.826 1.247  S5 1.500
3 O 1.778 1.802 -1.210  S5 1.522
4 S 3.463 -1.453 -0.037  no bonds
5 S 1.838 0.937 0.040  C1 2.053, O2 1.500, O3 1.522
6 H -0.114 -0.610 0.823  C1 1.091
7 H -0.363 1.066 -0.033  C1 1.064
8 H -0.161 -0.550 -0.968  C1 1.126


8.
Formula: CH3O3
Source: the Open Molecules 2025 dataset
Level of theory: ωB97M-V with the def2-TZVPD basis set

The energy above the lowest of the compared OMol25 structures with the same formula, charge and spin is 0.094 eV. As for the total charge: -1. The calculation puts the LUMO energy at 4.7 eV. As for the molecular weight: 63.03 g mol⁻¹.

Last columns: bonded neighbours and bond lengths (Å).
Element x y z (Å)
1 O -0.024 1.031 -0.468  C2 1.249
2 C -0.797 0.179 -0.955  O1 1.249, O3 1.245, H4 1.129
3 O -0.651 -1.056 -1.008  C2 1.245
4 H -1.783 0.540 -1.368  C2 1.129
5 H 0.710 0.430 1.181  O7 0.980
6 H 1.243 -0.920 0.984  O7 0.968
7 O 1.303 -0.205 1.634  H5 0.980, H6 0.968